A cluster of 10 separate species, C48H69N2O31S3 in total at a distorted geometry, computed with ωB97M-V/def2-TZVPD.

Values from the calculation:
Orbital gap: 5.11 eV
HOMO: -9.8 eV

ORCA input file:
```
! wB97M-V def2-TZVPD RIJCOSX def2/J DEFGRID3
* xyz 1 1
C 4.05 -3.49 1.71
C 4.57 -2.37 1.08
C 3.67 -1.47 0.24
N 2.29 -1.56 0.39
C 1.39 -0.81 -0.34
S -0.37 -1.06 0.02
C 1.89 0.12 -1.35
C 0.91 0.95 -2.24
C -0.18 0.04 -2.97
C -1.63 0.67 -2.87
C -2.79 -0.37 -2.68
N -3.32 -0.46 -1.30
C -4.52 -1.37 -1.25
C -4.15 -2.89 -1.40
C -5.32 -3.90 -1.06
C -6.65 -3.23 -0.54
C -3.85 0.84 -0.85
S -3.13 1.46 0.52
S -5.17 1.71 -1.73
C -6.46 2.15 -0.46
C -6.07 3.39 0.44
C -7.37 3.69 1.33
C 3.34 0.28 -1.53
C 3.95 1.29 -2.56
O 4.06 1.03 -3.72
O 4.34 2.50 -2.03
C 4.27 -0.55 -0.72
C 5.80 -0.39 -0.92
O 6.30 0.61 0.01
O 6.89 1.64 -0.69
H 4.51 -4.49 1.61
H 3.10 -3.33 2.29
H 5.66 -2.14 1.13
H 1.93 -2.22 1.07
H -0.58 -2.42 0.13
H 0.44 1.72 -1.56
H 1.46 1.54 -3.02
H 0.12 0.05 -4.06
H -0.14 -1.02 -2.61
H -1.82 1.19 -3.85
H -1.59 1.48 -2.10
H -2.34 -1.39 -2.91
H -3.63 -0.26 -3.43
H -5.18 -1.10 -2.12
H -5.01 -1.13 -0.26
H -3.20 -3.11 -0.85
H -3.91 -3.04 -2.50
H -5.61 -4.55 -1.93
H -4.95 -4.55 -0.22
H -6.42 -2.77 0.47
H -7.44 -4.02 -0.33
H -7.06 -2.42 -1.20
H -7.35 2.47 -1.06
H -6.66 1.22 0.14
H -5.74 4.27 -0.17
H -5.25 3.18 1.17
H -7.13 4.60 1.95
H -8.26 3.85 0.67
H -7.50 2.86 2.07
H 4.12 2.52 -1.08
H 6.06 -0.05 -1.97
H 6.32 -1.36 -0.77
H 7.73 1.33 -1.08
C -1.77 4.73 4.04
C -2.14 3.31 4.40
O -3.56 3.34 4.37
C -3.94 4.36 3.56
O -5.05 4.55 3.19
O -2.87 5.14 3.23
H -0.84 4.79 3.49
H -1.71 5.38 4.91
H -1.79 2.59 3.66
H -1.77 3.03 5.39
C 7.71 1.23 3.94
C 6.83 0.62 2.89
O 7.01 -0.78 3.09
C 7.41 -0.95 4.38
O 7.49 -2.01 4.92
O 7.71 0.23 4.97
H 7.33 2.17 4.32
H 8.74 1.37 3.60
H 5.77 0.86 3.04
H 7.12 0.90 1.88
C -7.94 5.31 -4.15
C -8.79 4.62 -5.18
O -8.56 3.24 -4.91
C -8.16 3.14 -3.61
O -8.04 2.11 -3.02
O -7.91 4.36 -3.08
H -8.37 6.26 -3.82
H -6.93 5.48 -4.50
H -9.86 4.83 -5.05
H -8.51 4.88 -6.20
C 6.93 6.09 -3.10
C 5.63 5.34 -3.05
O 4.75 6.26 -2.41
C 5.26 7.51 -2.62
O 4.68 8.52 -2.36
O 6.51 7.45 -3.16
H 7.52 5.83 -3.98
H 7.53 5.94 -2.21
H 5.24 5.11 -4.04
H 5.70 4.42 -2.48
C 3.93 -4.84 -2.88
C 3.06 -3.76 -3.47
O 1.89 -3.84 -2.66
C 2.25 -4.39 -1.47
O 1.54 -4.45 -0.51
O 3.51 -4.88 -1.52
H 4.99 -4.60 -2.96
H 3.76 -5.82 -3.34
H 3.50 -2.77 -3.37
H 2.82 -3.94 -4.51
C 10.02 -4.51 4.40
C 9.34 -5.46 5.35
O 9.59 -6.73 4.75
C 10.70 -6.60 3.97
O 11.27 -7.51 3.46
O 11.07 -5.30 3.85
H 10.42 -3.63 4.91
H 9.36 -4.19 3.59
H 9.79 -5.45 6.34
H 8.28 -5.28 5.44
C -4.51 8.62 -3.18
C -3.67 8.87 -4.39
O -4.07 7.83 -5.28
C -5.31 7.44 -4.91
O -6.00 6.70 -5.54
O -5.67 8.00 -3.72
H -4.78 9.54 -2.65
H -4.04 7.93 -2.47
H -3.88 9.84 -4.86
H -2.60 8.81 -4.18
C 6.12 -4.91 8.03
C 5.45 -5.87 8.97
O 5.70 -7.14 8.37
C 6.81 -7.00 7.59
O 7.39 -7.90 7.08
O 7.17 -5.69 7.47
H 6.51 -4.03 8.54
H 5.46 -4.58 7.22
H 5.89 -5.86 9.97
H 4.38 -5.69 9.06
C -10.90 -6.17 -1.85
C -10.19 -7.35 -1.24
O -9.28 -6.72 -0.34
C -9.78 -5.50 -0.03
O -9.35 -4.79 0.82
O -10.84 -5.19 -0.83
H -11.94 -6.40 -2.11
H -10.39 -5.79 -2.74
H -10.87 -7.99 -0.67
H -9.67 -7.95 -1.97
*
```

***

A cluster of 12 separate species, C48H72F3O35 in total at a distorted geometry, computed with ωB97M-V/def2-TZVPD.

Values from the calculation:
Orbital gap: 8.15 eV
HOMO: -6.9 eV

ORCA input file:
```
! wB97M-V def2-TZVPD RIJCOSX def2/J DEFGRID3
* xyz -1 1
C 27.54 -5.15 -21.29
O 28.46 -4.05 -21.37
O 26.37 -4.65 -20.88
C 27.49 -5.93 -22.62
F 27.47 -5.18 -23.76
F 28.60 -6.71 -22.76
F 26.44 -6.78 -22.68
C 29.80 -4.33 -21.78
C 30.58 -3.05 -21.69
H 31.63 -3.32 -21.59
H 30.53 -2.35 -22.53
H 30.27 -2.49 -20.80
H 29.87 -4.58 -22.85
H 30.21 -5.12 -21.13
H 27.94 -5.87 -20.56
C 33.46 0.84 -19.94
C 32.60 0.33 -18.79
C 31.37 -0.45 -19.19
O 31.41 -1.66 -18.47
C 32.63 -1.78 -17.94
O 33.05 -2.80 -17.49
O 33.36 -0.66 -18.07
H 34.46 1.06 -19.57
H 33.02 1.64 -20.52
H 33.67 0.03 -20.65
H 32.39 1.23 -18.20
H 31.42 -0.58 -20.28
H 30.46 0.13 -19.03
C 29.06 -7.00 -26.44
C 29.17 -8.29 -25.69
C 28.00 -9.25 -25.84
O 28.53 -10.54 -25.81
C 29.84 -10.47 -26.06
O 30.57 -11.40 -26.22
O 30.24 -9.17 -26.15
H 30.01 -6.48 -26.59
H 28.33 -6.34 -25.98
H 28.76 -7.07 -27.49
H 29.41 -8.09 -24.64
H 27.50 -9.14 -26.81
H 27.18 -9.10 -25.14
C 29.28 1.56 -25.03
C 28.55 1.91 -23.73
C 28.67 0.83 -22.62
O 29.28 1.52 -21.56
C 29.78 2.68 -21.95
O 30.54 3.38 -21.36
O 29.22 3.02 -23.14
H 30.35 1.39 -24.93
H 29.10 2.40 -25.71
H 28.78 0.75 -25.56
H 27.51 2.15 -23.93
H 29.29 -0.02 -22.94
H 27.68 0.46 -22.35
C 25.26 -2.36 -18.19
C 26.69 -1.93 -18.57
C 26.71 -1.18 -19.89
O 27.54 -0.07 -19.60
C 27.77 0.07 -18.28
O 28.36 0.93 -17.73
O 27.07 -0.92 -17.64
H 24.61 -1.50 -18.40
H 25.13 -2.69 -17.17
H 24.86 -3.04 -18.95
H 27.40 -2.76 -18.56
H 25.70 -0.86 -20.16
H 27.09 -1.79 -20.71
C 30.35 -6.72 -18.33
C 30.68 -5.29 -17.89
C 29.49 -4.31 -18.02
O 29.40 -3.76 -16.71
C 30.34 -4.25 -15.91
O 30.51 -3.91 -14.77
O 30.87 -5.35 -16.48
H 31.22 -7.38 -18.23
H 30.01 -6.71 -19.36
H 29.56 -7.16 -17.72
H 31.51 -4.87 -18.45
H 28.60 -4.73 -18.49
H 29.83 -3.50 -18.66
C 28.73 -2.23 -25.47
C 27.26 -2.24 -25.06
C 27.02 -2.06 -23.58
O 25.96 -1.12 -23.50
C 25.85 -0.47 -24.68
O 25.12 0.44 -24.89
O 26.72 -0.99 -25.56
H 28.80 -2.17 -26.56
H 29.14 -3.20 -25.17
H 29.39 -1.45 -25.10
H 26.69 -3.04 -25.54
H 27.84 -1.75 -22.93
H 26.72 -2.99 -23.10
C 33.68 -3.71 -23.94
C 33.76 -2.37 -24.67
C 32.56 -2.05 -25.59
O 31.94 -0.93 -24.99
C 32.47 -0.69 -23.76
O 32.07 0.13 -23.01
O 33.62 -1.37 -23.64
H 34.18 -4.54 -24.43
H 32.63 -4.00 -23.86
H 34.08 -3.70 -22.93
H 34.71 -2.24 -25.19
H 31.86 -2.89 -25.56
H 32.91 -1.90 -26.61
C 25.79 -9.69 -21.29
C 26.79 -10.16 -22.30
C 28.24 -9.76 -22.05
O 28.95 -10.88 -22.57
C 28.20 -11.97 -22.48
O 28.51 -13.08 -22.73
O 26.90 -11.58 -22.20
H 25.55 -8.65 -21.51
H 26.13 -9.71 -20.26
H 24.86 -10.26 -21.33
H 26.49 -9.90 -23.32
H 28.40 -9.48 -21.01
H 28.37 -8.87 -22.65
C 24.09 -5.80 -18.58
C 24.70 -7.18 -18.79
C 26.23 -7.12 -18.68
O 26.56 -8.20 -17.81
C 25.43 -8.69 -17.25
O 25.44 -9.55 -16.42
O 24.36 -8.06 -17.72
H 24.08 -5.14 -19.44
H 24.56 -5.36 -17.70
H 23.03 -5.93 -18.34
H 24.36 -7.66 -19.71
H 26.66 -6.21 -18.27
H 26.63 -7.32 -19.68
C 23.34 -6.22 -21.95
C 23.19 -4.74 -22.17
C 24.18 -4.15 -23.19
O 23.34 -3.55 -24.18
C 22.05 -3.68 -23.84
O 21.13 -3.10 -24.33
O 21.93 -4.52 -22.79
H 22.52 -6.57 -21.32
H 24.27 -6.47 -21.44
H 23.38 -6.73 -22.91
H 23.30 -4.23 -21.21
H 24.84 -4.88 -23.66
H 24.84 -3.39 -22.78
C 33.29 -8.61 -24.33
C 32.33 -7.96 -23.38
C 31.97 -8.71 -22.09
O 32.20 -7.74 -21.04
C 32.75 -6.64 -21.52
O 33.19 -5.74 -20.88
O 32.83 -6.72 -22.87
H 32.99 -9.61 -24.64
H 34.31 -8.62 -23.94
H 33.36 -7.92 -25.17
H 31.39 -7.67 -23.86
H 32.60 -9.58 -21.90
H 30.90 -8.92 -22.09
*
```

***

A cluster of 17 separate species, C48H73N21O7P3S in total at a distorted geometry, computed with ωB97M-V/def2-TZVPD.

Values from the calculation:
Orbital gap: 4.89 eV
HOMO: -9.5 eV

ORCA input file:
```
! wB97M-V def2-TZVPD RIJCOSX def2/J DEFGRID3
* xyz 1 1
C -1.02 4.70 2.65
C -2.49 4.00 2.48
N -2.79 3.37 1.16
C -1.61 2.74 0.47
C -0.99 3.53 -0.82
C -1.60 5.00 -1.33
O -2.87 5.05 -1.79
O -0.85 6.27 -1.32
N -0.02 6.38 -0.27
C 1.29 6.65 -0.68
S 2.95 6.31 -1.05
C 0.28 2.77 -1.60
C 0.83 3.63 -2.86
C -0.34 3.51 -4.20
C -1.13 1.97 -4.31
O 0.03 2.52 -5.34
C 0.86 1.30 -1.04
P 2.27 0.54 -2.09
N 2.14 -1.28 -2.17
O 2.07 0.87 -3.83
N 0.28 0.64 0.24
P 1.00 -0.90 0.89
O 0.37 -2.20 0.16
O 2.78 -0.90 0.78
O 0.80 -1.18 2.59
C -0.92 1.29 0.96
P -1.85 0.57 2.47
C -2.39 -1.23 2.26
C -1.03 0.96 4.13
H -0.10 4.01 2.43
H -0.92 5.00 3.80
H -1.04 5.71 2.06
H -2.64 3.24 3.37
H -3.30 4.85 2.66
H -3.38 3.96 0.53
H 1.87 3.38 -3.29
H 0.81 4.81 -2.72
H -1.02 4.54 -4.46
H -1.97 1.91 -5.13
H -0.51 0.99 -4.17
H 1.13 -1.42 -2.44
H 2.73 -1.65 -2.95
H 1.62 0.10 -4.28
H 3.10 0.05 0.88
H 1.46 -0.57 3.06
H -1.69 -1.89 2.97
H -2.13 -1.57 1.16
H -3.50 -1.45 2.58
H -1.89 1.15 4.93
H -0.44 1.99 4.04
H -0.36 0.11 4.58
C 3.27 -4.33 -5.71
C 2.50 -3.19 -5.20
N 1.89 -2.28 -4.79
H 2.62 -5.17 -5.98
H 3.84 -4.07 -6.61
H 3.99 -4.70 -4.97
C -0.12 2.41 8.07
C -0.39 1.97 6.70
N -0.61 1.62 5.61
H -0.19 1.58 8.78
H 0.89 2.83 8.17
H -0.83 3.18 8.40
C -4.31 -0.49 -2.65
C -2.85 -0.60 -2.85
N -1.70 -0.70 -3.00
H -4.80 -1.46 -2.71
H -4.55 -0.06 -1.67
H -4.77 0.16 -3.41
C -5.32 -3.31 4.78
C -4.84 -1.94 4.52
N -4.47 -0.86 4.31
H -4.62 -3.86 5.42
H -6.29 -3.31 5.29
H -5.43 -3.88 3.86
C 3.48 -2.03 5.37
C 2.71 -0.88 5.88
N 2.10 0.02 6.28
H 2.83 -2.87 5.10
H 4.05 -1.76 4.47
H 4.19 -2.40 6.11
C 0.46 -5.35 1.61
C -0.30 -5.46 2.86
N -0.91 -5.55 3.85
H 0.37 -4.35 1.16
H 1.53 -5.54 1.77
H 0.11 -6.07 0.86
C -3.09 8.32 -1.71
C -3.86 9.46 -1.20
N -4.47 10.37 -0.80
H -3.74 7.48 -1.98
H -2.52 8.58 -2.61
H -2.37 7.95 -0.97
C -3.74 4.29 10.48
C -2.29 4.17 10.28
N -1.14 4.08 10.12
H -4.24 3.31 10.42
H -3.98 4.71 11.45
H -4.20 4.93 9.72
C -1.07 -6.27 7.14
C -1.84 -6.38 8.39
N -2.44 -6.46 9.38
H -1.16 -5.27 6.69
H 0.00 -6.45 7.30
H -1.42 -6.99 6.39
C 2.52 2.87 -7.57
C 2.55 2.64 -9.03
N 2.57 2.47 -10.18
H 1.62 2.43 -7.11
H 3.39 2.42 -7.08
H 2.52 3.94 -7.33
C 4.85 -2.67 -9.27
C 5.86 -3.01 -8.26
N 6.67 -3.29 -7.46
H 4.10 -3.47 -9.38
H 4.31 -1.76 -9.00
H 5.29 -2.50 -10.25
C -1.60 -9.28 3.82
C -1.12 -8.82 2.50
N -0.74 -8.45 1.47
H -0.94 -10.04 4.25
H -1.67 -8.46 4.54
H -2.60 -9.74 3.74
C 6.01 3.18 -11.29
C 7.33 2.55 -11.15
N 8.37 2.05 -11.05
H 6.07 4.27 -11.21
H 5.55 2.96 -12.26
H 5.31 2.84 -10.52
C 6.74 -3.99 -12.30
C 6.54 -5.35 -12.81
N 6.38 -6.43 -13.22
H 6.94 -3.99 -11.22
H 7.59 -3.50 -12.78
H 5.86 -3.36 -12.47
C 3.89 -7.22 0.02
C 3.85 -6.63 1.37
N 3.81 -6.16 2.44
H 3.11 -6.82 -0.62
H 4.85 -7.02 -0.47
H 3.77 -8.31 0.06
C -2.58 3.97 14.73
C -3.05 3.04 13.69
N -3.42 2.31 12.86
H -1.52 4.21 14.61
H -3.13 4.91 14.71
H -2.69 3.54 15.73
C -7.46 2.45 -4.88
C -6.57 1.28 -5.06
N -5.87 0.37 -5.20
H -8.41 2.31 -5.40
H -7.68 2.63 -3.83
H -7.01 3.36 -5.28
*
```